The following is a DFT calculation (wB97M-V/def2-TZVPD) of a cluster of 20 separate species, C80H220N20O20 in total.

Cartesian coordinates (Å):
C 7.514 -1.516 8.837
C 6.176 -2.322 8.914
C 5.545 -2.431 7.452
O 4.208 -2.965 7.555
C 3.430 -2.678 6.417
N 6.376 -3.680 9.446
H 7.385 -0.588 8.280
H 8.206 -2.080 8.211
H 8.058 -1.384 9.772
H 5.427 -1.927 9.599
H 6.098 -3.058 6.752
H 5.554 -1.431 7.019
H 3.409 -1.622 6.148
H 2.375 -2.944 6.487
H 3.852 -3.171 5.541
H 6.916 -4.222 8.787
H 5.466 -4.047 9.206
C -3.977 -1.023 -8.927
C -3.751 -1.447 -7.482
C -3.432 -0.248 -6.589
O -2.102 0.070 -6.801
C -1.658 1.286 -6.201
N -5.057 -2.031 -7.010
H -4.796 -0.306 -8.988
H -4.156 -1.922 -9.517
H -3.055 -0.505 -9.193
H -3.068 -2.297 -7.463
H -3.624 -0.534 -5.555
H -4.122 0.549 -6.864
H -0.572 1.374 -6.241
H -2.032 1.355 -5.179
H -2.123 2.115 -6.733
H -4.941 -2.539 -6.144
H -5.428 -2.642 -7.724
C 6.018 -4.792 3.668
C 5.615 -5.407 5.016
C 4.591 -6.509 4.886
O 4.218 -7.155 6.112
C 3.558 -6.291 7.116
N 6.838 -5.985 5.500
H 6.903 -4.157 3.720
H 5.194 -4.130 3.403
H 6.081 -5.475 2.822
H 5.327 -4.569 5.651
H 5.053 -7.284 4.274
H 3.602 -6.174 4.573
H 3.407 -6.887 8.016
H 2.553 -5.976 6.838
H 4.211 -5.434 7.284
H 6.365 -6.674 6.067
H 7.322 -6.582 4.844
C -2.070 2.265 3.070
C -3.297 1.942 2.304
C -3.774 3.106 1.376
O -4.965 2.732 0.687
C -5.582 3.911 0.074
N -3.164 0.696 1.519
H -1.128 2.283 2.521
H -1.777 1.603 3.886
H -2.297 3.235 3.512
H -4.082 1.757 3.037
H -3.010 3.306 0.626
H -3.943 4.020 1.945
H -5.810 4.614 0.875
H -6.538 3.607 -0.353
H -4.847 4.417 -0.551
H -2.628 0.937 0.697
H -4.070 0.404 1.183
C 5.450 6.816 -0.334
C 4.638 6.208 0.866
C 4.536 4.662 0.825
O 3.564 4.249 1.781
C 3.492 2.851 1.890
N 5.407 6.638 2.010
H 6.381 6.340 -0.639
H 5.638 7.876 -0.163
H 4.856 6.807 -1.248
H 3.640 6.646 0.869
H 5.577 4.366 0.960
H 4.293 4.371 -0.197
H 2.790 2.656 2.700
H 4.422 2.493 2.331
H 3.067 2.354 1.018
H 5.173 6.113 2.841
H 5.294 7.626 2.185
C 1.454 4.985 7.227
C 1.336 4.650 5.730
C 1.167 3.215 5.401
O 2.279 2.494 5.926
C 2.301 1.045 5.623
N 0.282 5.401 5.078
H 1.622 6.055 7.351
H 2.221 4.363 7.687
H 0.596 4.704 7.838
H 2.295 4.920 5.288
H 0.972 3.012 4.348
H 0.218 2.845 5.790
H 3.263 0.623 5.912
H 2.215 0.768 4.572
H 1.543 0.491 6.177
H 0.383 5.411 4.073
H 0.197 6.360 5.385
C 1.654 -0.842 0.646
C 0.273 -0.285 0.664
C 0.006 0.699 -0.563
O -1.316 1.218 -0.529
C -1.672 1.791 -1.737
N -0.596 -1.462 0.629
H 1.864 -1.473 1.509
H 2.398 -0.046 0.616
H 1.764 -1.417 -0.274
H 0.048 0.233 1.596
H 0.156 0.164 -1.501
H 0.745 1.498 -0.624
H -0.942 2.533 -2.059
H -2.529 2.435 -1.543
H -1.746 1.045 -2.528
H -0.451 -2.005 1.469
H -1.530 -1.091 0.729
C -0.836 6.672 1.685
C 0.067 5.508 1.433
C 0.352 5.410 -0.098
O 1.474 4.565 -0.475
C 1.731 4.666 -1.905
N 1.255 5.750 2.203
H -0.378 7.654 1.569
H -1.086 6.701 2.745
H -1.764 6.523 1.134
H -0.315 4.576 1.848
H 0.613 6.423 -0.405
H -0.520 5.217 -0.723
H 2.621 4.117 -2.210
H 1.898 5.690 -2.240
H 0.884 4.282 -2.472
H 1.907 5.099 1.790
H 1.755 6.580 1.916
C -2.631 -3.833 -1.275
C -1.318 -3.875 -2.144
C -1.419 -2.830 -3.337
O -0.392 -3.138 -4.254
C -0.376 -2.394 -5.456
N -0.223 -3.616 -1.280
H -3.466 -3.958 -1.964
H -2.776 -2.888 -0.752
H -2.675 -4.567 -0.470
H -1.124 -4.818 -2.656
H -1.262 -1.818 -2.964
H -2.414 -2.942 -3.768
H -1.387 -2.248 -5.836
H 0.245 -2.833 -6.236
H 0.020 -1.380 -5.400
H 0.651 -3.499 -1.772
H -0.313 -2.734 -0.795
C -5.299 9.667 -1.294
C -4.527 9.796 -2.610
C -5.338 9.177 -3.819
O -5.944 7.906 -3.570
C -5.083 6.742 -3.480
N -4.203 11.199 -2.784
H -6.248 10.200 -1.347
H -4.737 9.965 -0.408
H -5.555 8.648 -1.002
H -3.642 9.160 -2.615
H -4.649 9.109 -4.661
H -6.209 9.768 -4.100
H -5.765 5.896 -3.391
H -4.510 6.781 -2.554
H -4.409 6.593 -4.323
H -3.944 11.257 -3.758
H -5.094 11.669 -2.865
C 5.120 1.058 -0.644
C 5.897 -0.266 -0.766
C 5.391 -1.031 -1.995
O 4.010 -1.248 -1.846
C 3.367 -1.817 -2.995
N 7.260 0.256 -0.920
H 4.050 0.951 -0.465
H 5.317 1.477 -1.631
H 5.435 1.683 0.191
H 5.963 -0.870 0.139
H 5.910 -1.969 -2.192
H 5.618 -0.346 -2.812
H 3.899 -2.706 -3.334
H 3.476 -1.101 -3.811
H 2.296 -1.864 -2.798
H 7.872 -0.515 -1.147
H 7.461 1.014 -1.556
C -4.401 0.118 -1.532
C -5.786 -0.152 -1.039
C -6.250 -1.549 -1.321
O -6.018 -1.842 -2.663
C -6.157 -3.225 -2.934
N -5.962 0.203 0.357
H -3.634 -0.491 -1.054
H -4.194 1.172 -1.347
H -4.469 0.010 -2.615
H -6.452 0.551 -1.540
H -7.328 -1.596 -1.167
H -5.888 -2.376 -0.711
H -5.661 -3.344 -3.897
H -7.214 -3.431 -3.100
H -5.743 -3.949 -2.231
H -5.646 1.142 0.550
H -6.962 0.255 0.486
C 1.576 -4.076 3.843
C 1.184 -4.232 2.408
C 1.299 -5.636 1.868
O 2.548 -6.268 2.063
C 2.669 -7.669 1.637
N -0.247 -3.838 2.319
H 0.917 -4.527 4.585
H 1.503 -3.003 4.016
H 2.622 -4.365 3.946
H 1.749 -3.556 1.767
H 0.951 -5.698 0.837
H 0.576 -6.302 2.340
H 3.685 -8.040 1.769
H 2.533 -7.700 0.556
H 2.080 -8.372 2.226
H -0.737 -4.636 2.698
H -0.414 -3.903 1.325
C 3.152 2.833 -7.755
C 1.943 3.336 -6.920
C 2.016 3.110 -5.402
O 1.654 1.804 -5.135
C 1.892 1.291 -3.793
N 1.837 4.732 -7.228
H 4.043 3.460 -7.713
H 2.932 2.705 -8.815
H 3.394 1.817 -7.445
H 1.039 2.896 -7.341
H 1.304 3.737 -4.866
H 3.052 3.338 -5.153
H 2.948 1.048 -3.680
H 1.303 0.386 -3.643
H 1.641 2.066 -3.068
H 2.722 5.177 -7.027
H 1.136 5.211 -6.680
C -1.794 -6.908 5.747
C -2.039 -6.691 4.267
C -3.371 -7.475 3.848
O -3.265 -8.914 4.058
C -4.481 -9.567 3.649
N -2.265 -5.284 4.069
H -2.594 -6.614 6.427
H -0.872 -6.385 6.003
H -1.493 -7.917 6.028
H -1.164 -7.049 3.725
H -3.473 -7.211 2.795
H -4.231 -7.067 4.379
H -4.621 -9.513 2.570
H -5.385 -9.176 4.114
H -4.287 -10.613 3.889
H -3.127 -4.988 4.504
H -1.633 -4.751 4.649
C 8.244 -0.446 5.530
C 8.097 -1.518 4.495
C 7.112 -1.089 3.361
O 5.777 -1.237 3.874
C 4.762 -0.969 2.898
N 9.358 -1.716 3.920
H 8.977 -0.694 6.297
H 7.265 -0.428 6.010
H 8.465 0.573 5.209
H 7.723 -2.421 4.980
H 7.176 -1.772 2.514
H 7.367 -0.116 2.940
H 3.780 -1.092 3.353
H 4.754 -1.728 2.116
H 4.894 0.045 2.520
H 9.312 -2.276 3.081
H 9.760 -0.858 3.570
C -3.486 -1.907 3.218
C -4.582 -2.456 2.255
C -4.577 -3.977 2.177
O -5.535 -4.338 1.127
C -5.811 -5.757 1.003
N -5.926 -1.887 2.511
H -3.619 -0.839 3.394
H -2.491 -1.876 2.772
H -3.366 -2.396 4.185
H -4.295 -2.073 1.276
H -4.768 -4.441 3.145
H -3.635 -4.429 1.865
H -6.815 -5.757 0.579
H -5.773 -6.322 1.934
H -5.043 -6.266 0.420
H -6.512 -2.452 1.913
H -5.805 -1.017 2.011
C -7.069 0.272 -4.874
C -7.265 1.384 -5.881
C -6.409 2.609 -5.682
O -6.827 3.257 -4.470
C -7.931 4.101 -4.479
N -6.900 0.821 -7.182
H -7.825 -0.496 -5.036
H -7.149 0.669 -3.863
H -6.091 -0.207 -4.933
H -8.336 1.584 -5.869
H -6.420 3.369 -6.464
H -5.355 2.371 -5.536
H -7.999 4.838 -5.279
H -8.024 4.608 -3.519
H -8.843 3.514 -4.589
H -6.160 0.177 -6.941
H -7.593 0.210 -7.591
C 1.746 -5.711 -4.022
C 2.711 -6.626 -3.315
C 3.139 -6.080 -1.886
O 3.759 -4.813 -1.838
C 3.858 -4.218 -0.490
N 2.122 -7.935 -3.167
H 0.797 -5.627 -3.493
H 1.694 -6.134 -5.025
H 2.097 -4.702 -4.234
H 3.585 -6.756 -3.953
H 3.842 -6.716 -1.348
H 2.208 -6.021 -1.322
H 4.313 -4.903 0.226
H 2.985 -3.734 -0.050
H 4.597 -3.418 -0.545
H 1.235 -7.874 -2.688
H 1.923 -8.513 -3.971
C -1.816 7.325 -4.499
C -1.026 5.980 -4.513
C -1.937 4.745 -4.688
O -2.641 4.544 -3.441
C -3.809 3.752 -3.504
N -0.063 6.101 -5.601
H -2.371 7.424 -3.567
H -2.539 7.354 -5.315
H -1.198 8.219 -4.587
H -0.491 5.973 -3.564
H -1.288 3.890 -4.879
H -2.571 4.945 -5.552
H -4.415 4.079 -4.349
H -4.415 3.819 -2.600
H -3.645 2.709 -3.773
H 0.352 7.020 -5.667
H -0.613 6.002 -6.442

- total charge = 0
- HOMO level (eV) = -8.5
- total energy (hartree) = -5779.36578